Entry 1:
The following is a DFT calculation (ωB97M-V with the def2-TZVPD basis set) of a cluster of 3 separate species, C31H65ClN3O10P in total at a distorted geometry.

Computed properties:
HOMO energy, eV: -7.7
SMILES: C=C[C@@H](OC[C@H](C)O)O[C@@](OCCC)([C@@H](Cl)CC)[C@@H](CCCCCCCCCCOC)NP(=O)(O)O.CN(C)C=O.CN(C)C=O
2S+1: 1
E_tot, a.u.: -2938.3032
F_max, hartree/bohr: 0.065
Total charge: 0

```
111
C31H65ClN3O10P, DFT ωB97M-V with the def2-TZVPD basis set
H 4.00 1.25 -1.73
H 2.94 -0.65 -4.58
O 2.05 1.27 3.58
H 3.49 -5.54 -0.57
H 0.49 1.87 -1.00
H -2.71 5.17 1.22
C 1.27 -0.68 2.54
H -2.34 -2.17 3.44
O -6.97 2.28 -2.28
H -6.93 2.32 -6.04
H -0.02 -1.73 3.85
H 5.79 -5.59 -1.73
H 4.97 -2.02 2.54
C 3.02 -5.36 -1.54
H -7.39 -0.33 -3.01
C -4.10 2.56 -0.54
C -3.36 4.79 0.42
C 4.01 -1.33 0.72
H 2.80 -4.30 -1.63
O 0.98 -3.69 0.05
C 5.08 -1.56 1.56
H -3.23 2.44 -1.18
C 3.19 0.51 -1.75
H -4.29 5.37 0.43
H 3.51 -0.22 4.08
O -2.67 4.96 -0.80
O 2.55 -1.72 -2.35
C -2.06 6.23 -0.91
C 3.14 0.78 4.33
H 4.49 0.62 0.20
H -3.14 0.03 -1.23
H -4.42 3.28 1.46
H 4.65 -1.02 -4.35
H 0.10 -1.12 0.84
H -2.47 0.69 0.27
H -1.82 0.24 3.86
C 5.21 -6.32 -2.30
N 3.91 -5.76 -2.62
N 0.91 -1.45 1.35
H -4.72 -1.36 0.24
C -8.11 0.19 -3.65
C -4.58 1.13 -0.14
H -4.93 1.10 0.89
O 3.24 0.73 1.76
H 0.88 -2.93 -0.55
H -1.74 -1.91 1.78
H 5.95 1.83 5.89
C 1.17 2.70 -0.83
H -4.30 -1.79 2.45
C 1.68 2.77 0.64
H -0.99 6.08 -1.05
H 4.05 0.63 -4.05
O 2.62 0.28 -0.49
H -3.08 -1.94 0.17
C 3.57 0.11 0.54
C -3.63 -1.01 2.08
C 5.38 1.09 5.34
H -4.89 3.11 -1.05
H -2.45 6.80 -1.75
H 2.09 -5.92 -1.60
C 3.60 -0.77 -2.50
H -8.94 0.52 -3.02
H -2.17 6.83 -0.01
H -2.72 2.88 1.08
H -5.31 0.77 -0.84
H 0.29 -0.14 4.46
H 3.48 -2.12 0.20
H 2.79 0.70 5.37
H 5.09 -7.23 -1.71
C -2.22 -1.45 2.63
H 4.23 -5.93 -4.63
C 4.33 1.73 4.41
H -0.22 -4.66 2.37
H 0.62 3.60 -1.06
H 2.40 0.94 -2.36
C 3.49 -5.59 -3.88
P 0.98 -3.10 1.55
H 0.29 1.16 0.94
H -6.50 3.12 -4.06
Cl 0.05 2.73 2.77
H -8.45 1.41 -6.13
C -3.34 0.19 -0.17
H 2.05 -1.27 3.01
C 3.82 -0.43 -3.98
C -1.32 -0.26 3.03
O 2.41 -5.12 -4.20
O -0.32 -3.71 2.26
H 5.75 -6.57 -3.21
H -1.34 0.43 2.20
C -3.70 -1.12 0.54
C 0.96 1.75 1.54
H 4.04 2.72 4.73
H 2.76 2.71 0.63
H 4.49 -1.18 -2.01
C 1.92 0.72 2.27
N -7.48 1.33 -4.28
H 4.87 0.45 6.06
C -3.63 3.32 0.71
O 2.16 -3.60 2.23
H 6.08 -1.30 1.23
H 1.43 3.77 0.96
C -6.96 2.29 -3.49
H 6.04 0.44 4.76
H -3.92 -0.03 2.43
H -8.49 -0.50 -4.41
H 1.99 2.65 -1.54
H 2.17 -1.93 -3.21
C 0.09 -0.69 3.54
H 4.80 1.77 3.43
C -7.43 1.41 -5.72
H -6.89 0.55 -6.12
```

=====

Entry 2:
The following is a DFT calculation (ωB97M-V with the def2-TZVPD basis set) of a structure of composition C31H66AlBrCl2F2N6O5 at a distorted geometry.

Computed properties:
HOMO energy, eV: -6.1
2S+1: 1
E_tot, a.u.: -5860.9521
F_max, hartree/bohr: 0.140
Total charge: 0

```
114
C31H66AlBrCl2F2N6O5, DFT ωB97M-V with the def2-TZVPD basis set
C 0.86 4.31 -5.77
H -1.17 3.65 -5.54
H 4.94 -6.10 1.36
H 2.53 1.31 -1.35
O -2.58 6.39 -6.10
H 4.73 -8.69 -1.47
C -5.69 -0.10 2.59
H -7.45 -1.59 0.87
C -3.18 3.26 3.70
H 1.56 6.21 -5.00
H -2.92 2.68 4.69
C 1.56 1.75 -3.25
H -4.03 0.41 4.36
N -2.02 3.43 2.74
C 4.36 -6.57 -1.72
C 4.99 -5.20 -1.39
C -0.41 4.15 -4.93
H 4.78 -7.80 0.05
H 1.89 0.79 -3.66
H 6.44 -5.38 0.68
C 1.60 1.73 -1.73
C -0.45 -3.11 3.81
C -2.78 7.00 -4.94
C -0.66 1.19 -2.42
C 5.04 -7.74 -1.01
H -3.75 7.49 -4.79
H -6.77 2.47 -0.22
H 3.58 -1.26 4.64
H 4.47 -6.74 -2.80
H -0.91 3.79 5.33
C 2.33 1.00 1.86
N -0.32 3.10 4.81
H 0.02 2.54 1.40
H 1.54 0.34 1.31
H -0.39 2.13 5.21
C 2.53 -2.65 2.08
H -1.08 -2.83 4.79
H 0.34 1.60 -5.69
H 2.45 -5.87 -1.95
C -5.47 -4.28 0.47
H 2.25 4.80 -4.17
H -1.10 -3.54 2.95
H -1.30 3.51 -3.11
O 2.20 -6.10 1.52
H -4.05 0.19 -0.29
C -7.50 -0.49 0.45
H -8.58 -0.04 0.38
N 2.92 -6.60 -1.40
C 0.40 0.90 -1.36
H -1.09 0.26 -2.80
C -4.31 2.34 2.90
H -1.47 1.82 -2.03
O 4.63 -4.68 -0.10
Cl -5.03 -2.89 1.48
H -4.93 4.08 1.20
C 1.92 5.19 -5.14
H 1.84 -6.20 2.39
H -1.34 1.37 -5.08
C -4.60 0.81 3.42
H -4.58 -4.90 0.31
C 1.69 2.21 2.79
H 2.03 -0.19 4.49
H 2.29 -3.82 2.15
C -6.20 2.07 0.74
C -6.46 0.52 1.25
H 0.57 4.77 -6.73
H -2.01 4.37 2.28
H 2.97 1.53 1.00
O -4.39 -0.22 -1.10
C -0.31 3.44 -3.57
H -0.06 0.15 -4.76
H -3.61 4.33 4.00
C -5.10 2.98 1.58
C 3.45 0.10 2.71
C 5.40 -5.20 0.97
H -7.09 -0.56 -0.67
H 0.28 -3.98 4.16
H 0.03 1.12 -0.36
H 2.15 2.56 -3.69
H 6.08 -5.22 -1.51
H -2.09 7.82 -4.68
H 2.82 -6.27 -0.43
H -6.23 -4.87 0.99
H 0.38 3.96 -2.90
H 2.37 3.17 2.59
H 1.86 1.90 3.90
Cl -6.10 -3.76 -1.09
N 1.99 -2.04 3.35
C -0.69 3.04 3.33
H 3.72 -2.60 1.99
H -4.42 -1.17 -0.88
H 4.61 -4.47 -2.11
H -2.72 6.38 -4.03
O -0.15 -0.70 3.01
F -2.48 3.25 0.41
H 1.50 2.74 -1.32
F 7.12 -2.99 4.44
H -5.86 -1.21 2.97
N 0.28 2.60 2.42
C -0.28 1.22 -4.88
Br 4.72 -2.43 5.54
H 4.21 -0.43 1.99
H 5.40 -4.45 1.78
Al 2.02 -0.01 6.40
H 4.09 0.91 3.30
H 1.30 3.34 -6.02
N 0.07 1.93 -3.58
C 2.78 -0.86 3.85
H 2.80 5.23 -5.80
H 0.65 -0.17 -1.39
C 0.50 -1.82 3.33
H 2.01 -2.28 1.09
H 6.13 -7.67 -1.10
H -0.81 5.15 -4.74
```

=====

Entry 3:
The following is a DFT calculation (ωB97M-V with the def2-TZVPD basis set) of a cluster of 3 separate species, C31H66BBrIN4O6 in total.

Computed properties:
HOMO energy, eV: -10.7
2S+1: 1
E_tot, a.u.: -4787.6595
F_max, hartree/bohr: 0.013
Total charge: +1

```
110
C31H66BBrIN4O6, DFT ωB97M-V with the def2-TZVPD basis set
H 8.24 -3.11 0.34
H -0.26 1.27 3.38
O -9.33 0.19 -0.52
H 4.08 1.56 1.47
H 2.60 -1.70 -0.95
H -1.20 0.97 -2.45
H -7.10 0.02 -1.43
H 6.05 -1.76 -0.35
H 9.84 -3.14 -2.18
H 1.56 -0.76 4.04
C -0.90 -1.43 -0.49
H 6.04 -1.82 -2.12
H 3.84 -0.83 1.99
H -0.08 -0.72 2.27
H 2.68 -2.40 0.66
H -3.71 1.33 1.38
H -10.09 -0.09 1.72
C 0.14 -0.32 -0.36
H -4.87 2.62 -3.06
C -2.28 1.93 2.78
H -1.80 2.99 -1.09
C 3.82 2.10 0.55
C 2.00 -1.97 -0.08
H -12.36 0.10 -1.19
C 0.92 -1.07 2.02
H -11.02 -0.37 -2.26
H 3.30 -2.23 2.94
H 9.90 -5.47 -1.98
C 1.37 2.79 0.01
H 2.05 0.03 0.57
C 2.64 3.05 0.83
C -1.24 1.49 3.80
H 4.93 -0.73 -1.27
H -0.90 -1.98 0.46
N 8.87 -3.47 -0.35
H 1.62 2.29 -0.93
H 5.31 3.64 0.69
C -5.09 -0.78 -1.58
H -4.66 -1.78 -1.50
C 1.94 -0.54 3.04
C -12.09 -0.78 1.60
C -4.24 0.25 -0.82
H -2.13 3.37 0.59
H 4.87 3.18 -0.97
O 6.93 -0.14 -1.33
H -2.37 -0.09 -3.04
Br -2.92 -0.78 2.28
H -1.10 2.30 4.51
H 0.89 -2.15 2.16
H 11.24 -4.69 -1.13
H 0.77 1.44 1.60
H -0.36 2.71 1.26
H -1.72 2.44 -4.69
H 7.13 1.74 -2.03
C -2.37 2.67 -0.21
O 9.04 -5.25 1.00
C 9.13 -2.65 -1.52
H 2.96 4.07 0.64
C 6.42 1.18 -1.41
C 1.29 -0.76 0.56
H 2.02 0.56 2.97
H 1.31 -2.76 -0.37
C 5.07 2.80 0.04
B -3.01 1.92 -3.23
I -5.27 -0.47 -3.70
H -4.45 -0.03 0.22
C -10.45 -0.20 -0.23
H -6.50 -0.68 0.07
N -10.82 -0.33 1.07
H -0.48 -2.10 -1.24
C -2.70 0.29 -0.98
C 0.31 2.00 0.80
H 3.52 1.34 -0.18
C 5.94 -1.15 -1.26
N -2.27 -1.10 -0.85
H 7.19 2.33 0.25
C 9.38 -4.69 -0.03
C -2.68 1.05 1.58
H -12.55 0.00 2.22
H 6.11 1.03 0.69
H -3.21 2.03 3.35
H 0.93 3.74 -0.28
O -3.98 2.77 -2.73
H -11.79 -1.58 -1.21
C 3.33 -1.14 2.91
C -6.50 -0.79 -1.02
C 6.26 1.83 -0.04
H -1.57 0.62 4.37
H 5.46 1.18 -1.95
C -2.28 0.78 -2.39
H -12.78 -1.01 0.79
H -11.97 -1.67 2.21
H -4.69 1.23 -0.95
H -7.00 -1.72 -1.29
N -0.52 1.08 -0.05
O 0.68 -0.12 -1.66
H 1.57 0.25 -1.57
H 8.21 -2.48 -2.07
H 9.54 -1.69 -1.22
H 10.66 -6.28 -0.60
H 2.38 3.00 1.89
C -11.48 -0.54 -1.29
O -2.60 2.07 -4.54
H -3.42 2.78 -0.44
H -0.45 1.49 -0.98
C 10.35 -5.32 -1.00
H -2.90 -1.62 -0.26
H -2.05 2.94 2.46
C -2.06 1.20 0.15
H 3.96 -0.82 3.74
```